*one*
This record from OMol25 describes a cluster of 2 separate species, C5H14O2 in total. The level of theory is ωB97M-V/def2-TZVPD.

## Properties
Kohn-Sham gap	10.88	eV
E_HOMO	-10.16	eV
LUMO energy	0.02645	hartree
multiplicity	1
net charge	0

The geometry in XYZ format:
```
21
C5H14O2, DFT ωB97M-V/def2-TZVPD
C -1.77877 -0.23379 -0.08088
O -3.14597 0.31008 -0.19123
C -1.06328 0.12254 -1.43789
C 0.27851 0.88500 -1.46197
C 1.49035 -0.00709 -1.33752
C 1.57078 -0.97117 -0.14337
H -1.30429 0.31256 0.81411
H -1.89568 -1.28135 0.10503
H -3.45399 -0.05541 -1.07837
H -0.89668 -0.88861 -1.95035
H -1.80203 0.64755 -2.14603
H 0.23762 1.58560 -2.24638
H 0.36600 1.58143 -0.61756
H 1.79607 -0.52389 -2.26100
H 2.40104 0.70512 -1.17550
H 2.55555 -1.35125 -0.13735
H 1.00582 -1.93694 -0.17298
H 1.29525 -0.35817 0.71820
H 0.69311 0.31899 5.72457
H 0.53251 0.52553 4.16710
O 1.11812 0.61327 4.90939
```

---

*two*
This record from OMol25 describes a cluster of 3 separate species, C5H14O2 in total. The level of theory is ωB97M-V/def2-TZVPD.

## Properties
Kohn-Sham gap	10.80	eV
E_HOMO	-9.97	eV
LUMO energy	0.03060	hartree
multiplicity	1
net charge	0

The geometry in XYZ format:
```
21
C5H14O2, DFT ωB97M-V/def2-TZVPD
C 1.11698 1.98880 -0.83793
C 1.10829 1.11528 -2.05181
O 2.13201 0.73054 0.64580
O 1.98587 2.84235 -0.57009
H 2.27614 1.77109 0.81085
H 2.92340 0.41592 0.19394
H 0.15600 2.01678 -0.29742
H 0.91510 0.08738 -1.75337
H 0.28371 1.41597 -2.69462
H 2.04660 1.18049 -2.59730
C -0.83650 -1.28996 0.49769
C -1.11485 -2.06150 1.78490
C -1.99147 -0.36423 0.12470
H -0.65985 -1.99636 -0.31736
H 0.07595 -0.70455 0.62252
H -2.01584 -2.67213 1.68628
H -0.28015 -2.71759 2.03384
H -1.78490 0.16920 -0.80408
H -2.15985 0.37710 0.90949
H -2.91562 -0.93188 -0.00650
H -1.26104 -1.37271 2.62047
```

---

*two* comes first in stability; the runner-up is 0.0090 hartree higher.

---

*one*
This record from OMol25 describes a cluster of 3 separate species, C5H14O2 in total. The level of theory is ωB97M-V/def2-TZVPD.

## Properties
Kohn-Sham gap	9.54	eV
E_HOMO	-8.93	eV
LUMO energy	0.02255	hartree
multiplicity	1
net charge	0

The geometry in XYZ format:
```
21
C5H14O2, DFT ωB97M-V/def2-TZVPD
C -1.30044 1.61993 0.39330
C -1.67684 0.12508 0.70154
C -0.62460 -0.96382 0.54573
C -0.93913 -2.24814 0.60159
C 0.83888 -0.58806 0.62350
H -1.66113 2.26710 1.18414
H -0.25669 1.81128 0.09660
H -1.90331 1.93769 -0.44950
H -2.08556 0.01888 1.72999
H -2.43242 -0.07264 -0.06904
H -0.12639 -2.94664 0.74257
H -1.91930 -2.68255 0.54495
H 0.89241 0.36461 1.16356
H 1.47953 -1.30695 1.16659
H 1.27230 -0.59184 -0.36350
H 2.13755 1.74630 0.14280
H 1.42243 2.88528 -0.32117
O 1.70796 2.53404 0.52865
H 1.34541 -1.89306 -2.27189
H 1.58675 -0.94746 -3.46793
O 1.12029 -1.04249 -2.63577
```

---

*two*
This record from OMol25 describes a cluster of 3 separate species, C5H14O2 in total. The level of theory is ωB97M-V/def2-TZVPD.

## Properties
Kohn-Sham gap	9.03	eV
E_HOMO	-8.35	eV
LUMO energy	0.02487	hartree
multiplicity	1
net charge	0

The geometry in XYZ format:
```
21
C5H14O2, DFT ωB97M-V/def2-TZVPD
C -1.87248 2.41141 -0.03805
C -0.76108 1.44625 0.28016
C 0.44212 1.90009 0.65153
C 1.82351 1.22821 0.40431
C -1.17913 0.04502 0.63369
H -1.62444 3.16533 -0.78206
H -2.03209 2.96901 0.88600
H -2.79164 1.97271 -0.43652
H 0.54747 2.93882 1.00883
H 2.40879 1.75462 -0.35356
H 2.44087 1.00904 1.27028
H 1.27780 0.37009 -0.02486
H -2.07434 0.08385 1.29963
H -0.44976 -0.60898 1.10415
H -1.69607 -0.51714 -0.14726
H -3.46273 -2.01854 -5.05028
H -2.72842 -0.77764 -4.62021
O -2.62960 -1.73633 -4.66093
H 3.41577 -3.65208 2.53315
H 3.84551 -3.76687 4.04085
O 4.12294 -3.85824 3.13103
```

---

*three*
This record from OMol25 describes a cluster of 2 separate species, C5H14O2 in total. The level of theory is ωB97M-V/def2-TZVPD.

## Properties
Kohn-Sham gap	10.99	eV
E_HOMO	-10.28	eV
LUMO energy	0.02609	hartree
multiplicity	1
net charge	0

The geometry in XYZ format:
```
21
C5H14O2, DFT ωB97M-V/def2-TZVPD
C -1.09465 -0.60826 0.46076
O -0.17969 -1.49418 1.09425
C -0.84770 0.84093 0.88791
C -0.11602 1.72741 -0.10658
C 0.20854 3.10974 0.55296
C 1.14676 1.02977 -0.62582
H -1.00698 -0.70520 -0.62378
H -2.12766 -0.90348 0.66907
H -0.68415 -2.20716 1.50038
H -1.76914 1.33132 1.21416
H -0.22707 0.78829 1.79088
H -0.73404 1.95052 -0.97873
H -0.26580 3.92757 0.00726
H 1.27833 3.31050 0.56677
H -0.21012 3.15153 1.57009
H 1.59328 0.44986 0.17961
H 0.86746 0.30774 -1.39835
H 1.86110 1.73629 -1.02319
H 1.15764 -6.52438 -2.22579
H 0.72325 -5.14905 -1.72306
O 0.42666 -6.06974 -1.78881
```

---

*three* comes first in stability; the runner-up is 0.0340 hartree higher.

---

*one*
This record from OMol25 describes a cluster of 2 separate species, CH4N2O3P in total. The level of theory is ωB97M-V/def2-TZVPD.

## Properties
Kohn-Sham gap	9.19	eV
E_HOMO	-5.20	eV
LUMO energy	0.14668	hartree
multiplicity	1
net charge	-1

The geometry in XYZ format:
```
11
CH4N2O3P, DFT ωB97M-V/def2-TZVPD
C 1.83889 -0.41925 -1.51056
N 1.58311 -1.63274 -1.37218
N -0.06530 -1.27015 1.43778
O 2.70460 1.29895 -3.54076
O 2.48082 0.52062 -0.91296
O 0.50221 1.88405 -2.30761
P 1.64211 1.01029 -2.59526
H 2.04486 -1.91230 -0.50254
H 0.02440 -1.17200 0.49416
H -0.38958 -0.42729 1.93618
H 0.85213 -1.40816 1.91596
```

---

*two*
This record from OMol25 describes the ion CH4N2O3P with charge -1. The level of theory is ωB97M-V/def2-TZVPD.

## Properties
Kohn-Sham gap	8.84	eV
E_HOMO	-4.68	eV
LUMO energy	0.15287	hartree
multiplicity	1
net charge	-1

The geometry in XYZ format:
```
11
CH4N2O3P, DFT ωB97M-V/def2-TZVPD
C -0.18430 -1.43361 -0.10490
N 1.05300 -1.08158 -0.35904
N 0.31934 1.29713 -1.03804
O -0.47003 0.83071 1.41456
O -0.68667 -2.42636 0.28717
O -2.30637 0.90210 -0.67297
P -0.95721 0.40520 -0.29723
H 1.70596 -1.88748 -0.03671
H 0.19543 0.33171 1.97746
H 1.17954 0.81086 -0.57091
H 0.15130 2.25132 -0.59938
```

---

*one* comes first in stability; the runner-up is 0.0096 hartree higher.

---

*one*
This record from OMol25 describes the molecule C5H7P. The level of theory is ωB97M-V/def2-TZVPD.

## Properties
Kohn-Sham gap	9.03	eV
E_HOMO	-8.81	eV
LUMO energy	0.00799	hartree
multiplicity	1
net charge	0

The geometry in XYZ format:
```
13
C5H7P, DFT ωB97M-V/def2-TZVPD
C -1.60749 1.66862 0.12326
C -0.14486 -1.74718 0.40718
C 2.46902 0.11589 -0.63102
C -1.45898 0.35027 0.20261
C -0.28360 -0.42251 0.27522
P 1.54960 0.76643 0.59326
H -2.59461 2.30156 0.33585
H -0.75688 2.19570 0.00603
H 0.84786 -2.12137 0.51631
H -0.80248 -2.39589 -0.01156
H 3.31981 0.30627 -1.18830
H 1.82231 -0.69975 -1.04527
H -2.35971 -0.31803 0.41642
```

---

*two*
This record from OMol25 describes a structure of composition C5H7P. The level of theory is ωB97M-V/def2-TZVPD.

## Properties
Kohn-Sham gap	8.53	eV
E_HOMO	-7.87	eV
LUMO energy	0.02414	hartree
multiplicity	1
net charge	0

The geometry in XYZ format:
```
13
C5H7P, DFT ωB97M-V/def2-TZVPD
C -0.30604 -1.33274 -0.27344
C 0.76045 -1.63210 0.43192
C -1.72848 -0.82421 -0.30300
C -1.22700 0.53249 0.30362
C 0.09947 0.07779 -0.37527
P 1.87650 0.00477 -0.10895
H -2.07816 -0.71340 -1.31258
H -2.45236 -1.37643 0.25565
H -1.55745 1.33617 -0.26446
H -1.29531 0.53854 1.44002
H 2.50101 -0.49876 -1.26839
H 3.05330 -0.20312 0.62754
H 2.11506 1.30952 -0.11676
```

---

*one* comes first in stability; the runner-up is 0.1384 hartree higher.

---

*one*
This record from OMol25 describes a cluster of 2 separate species, C4H11N2S in total. The level of theory is ωB97M-V/def2-TZVPD.

## Properties
Kohn-Sham gap	10.31	eV
E_HOMO	-13.92	eV
LUMO energy	-0.13251	hartree
multiplicity	1
net charge	+1

The geometry in XYZ format:
```
18
C4H11N2S, DFT ωB97M-V/def2-TZVPD
C -0.06104 1.53264 0.74719
C 1.23301 1.65436 1.58015
C 0.60738 -0.72009 0.72878
C 0.61638 -2.03444 0.04356
N -1.75561 -0.26602 -2.05337
N -0.29934 0.12067 0.35098
S 1.72460 -0.20419 1.82194
H -0.82642 1.91142 1.45126
H 0.03125 2.02596 -0.15283
H 2.03462 2.03116 1.11391
H 1.15700 2.25642 2.45835
H 1.24631 -1.88419 -0.88617
H -0.44900 -2.35399 -0.37078
H 1.17238 -2.90390 0.52593
H -1.46200 -1.22793 -2.40068
H -1.28661 0.44559 -2.54712
H -0.95809 -0.11692 -0.45527
H -2.72482 -0.26654 -1.95583
```

---

*two*
This record from OMol25 describes the ion C4H11N2S with charge +1. The level of theory is ωB97M-V/def2-TZVPD.

## Properties
Kohn-Sham gap	10.98	eV
E_HOMO	-14.34	eV
LUMO energy	-0.12335	hartree
multiplicity	1
net charge	+1

The geometry in XYZ format:
```
18
C4H11N2S, DFT ωB97M-V/def2-TZVPD
C -1.17382 -0.81628 -1.49825
C -0.31825 0.28411 0.19543
C 1.46623 -0.38888 1.55770
C 1.19519 0.40327 0.20623
N -0.87997 -1.02832 -0.07157
N -0.81353 0.64103 -1.49495
S -1.18576 1.13673 1.42339
H -0.49468 -1.36279 -2.23985
H -2.22569 -0.85323 -1.88427
H 1.22364 0.16906 2.56324
H 2.51301 -0.63694 1.46872
H 0.94687 -1.39653 1.63951
H 1.83524 -0.18272 -0.49569
H 1.36843 1.39139 0.31605
H -1.60800 -1.34707 0.55415
H -0.03890 0.71295 -2.13125
H -1.63319 1.15342 -1.80364
H -0.17683 2.12081 1.69506
```

---

*one* comes first in stability; the runner-up is 0.0745 hartree higher.

---

*one*
This record from OMol25 describes a cluster of 2 separate species, CH6N2S2 in total. The level of theory is ωB97M-V/def2-TZVPD.

## Properties
Kohn-Sham gap (spin up / spin down)	4.59 / 6.77	eV
E_HOMO (spin up / spin down)	-0.88 / -3.13	eV
LUMO energy (spin up / spin down)	0.13648 / 0.13381	hartree
multiplicity	2
net charge	-1
⟨S²⟩	0.7538

The geometry in XYZ format:
```
11
CH6N2S2, DFT ωB97M-V/def2-TZVPD
S 0.51395 -2.64818 0.18788
S 1.70932 -0.65454 -0.09855
H 0.87499 -2.66389 1.46977
H 0.94491 -0.12060 -1.06229
N -2.28883 1.42898 -0.30759
C -1.59509 2.46612 0.31550
N -0.84518 3.19226 -0.39870
H -2.28433 0.64051 0.33202
H -1.85184 1.35814 -1.21302
H -1.67380 2.46118 1.39690
H -0.07127 3.57538 0.12524
```

---

*two*
This record from OMol25 describes a cluster of 2 separate species, CH6N2S2 in total. The level of theory is ωB97M-V/def2-TZVPD.

## Properties
Kohn-Sham gap (spin up / spin down)	3.17 / 5.96	eV
E_HOMO (spin up / spin down)	-0.40 / -3.22	eV
LUMO energy (spin up / spin down)	0.10160 / 0.10045	hartree
multiplicity	2
net charge	-1
⟨S²⟩	0.7539

The geometry in XYZ format:
```
11
CH6N2S2, DFT ωB97M-V/def2-TZVPD
S -3.97250 4.06120 -1.96724
S -3.98815 1.86673 -1.41955
H -4.77162 3.90993 -3.02615
H -2.68546 1.82412 -1.12965
N 1.76116 -0.73474 1.29088
C 2.25843 -2.00600 1.20105
N 3.24448 -2.28316 0.44995
H 2.14643 -0.12760 0.58215
H 0.81918 -0.53251 1.60994
H 1.76337 -2.70410 1.88945
H 3.42468 -3.27386 0.51916
```

---

*two* comes first in stability; the runner-up is 0.0056 hartree higher.